Molecular formula: C18H24N2O3
Method: DFT, wB97M-V/def2-TZVPD

The geometry in ORCA input format:
```
! wB97M-V def2-TZVPD RIJCOSX def2/J DEFGRID3
* xyz 0 1
C 0.22699 4.11087 -5.67970
C -0.21888 2.69304 -5.34174
C -0.72977 2.54720 -3.90786
C 0.36150 2.72231 -2.85417
C -0.17288 2.47639 -1.44324
C 0.93418 2.42635 -0.38972
C 1.68721 1.09326 -0.32106
N 0.84895 0.01879 0.19433
C 0.20977 -0.87884 -0.61507
C 0.32542 -0.83787 -2.01553
C -0.32557 -1.74183 -2.81917
C -1.12506 -2.73293 -2.26195
C -1.25089 -2.79814 -0.89604
C -0.59839 -1.89160 -0.04951
C -0.73254 -1.96498 1.39017
N -1.48728 -2.91580 1.94892
H -1.97088 -3.60247 1.40231
H -1.53132 -2.91022 2.96691
C -0.06650 -1.03130 2.18298
C 0.75305 0.00731 1.59676
O 1.36189 0.85631 2.22137
C -0.19303 -1.09503 3.64094
O -0.85446 -1.93795 4.24108
O 0.47292 -0.15485 4.30264
C 0.37142 -0.19391 5.71397
H 0.75115 -1.14339 6.09945
H -0.66990 -0.08283 6.02659
H 0.97167 0.63530 6.07873
H -1.87464 -3.57412 -0.47874
H -1.63934 -3.44060 -2.89316
H -0.21471 -1.67576 -3.89118
H 0.92577 -0.08451 -2.49252
H 2.11219 0.81479 -1.28219
H 2.50510 1.20949 0.39596
H 1.65956 3.21786 -0.58746
H 0.51045 2.60780 0.59890
H -0.74404 1.54579 -1.41946
H -0.86403 3.28369 -1.19117
H 1.18010 2.03371 -3.07470
H 0.76793 3.73366 -2.90347
H -1.16891 1.55227 -3.79226
H -1.52209 3.27820 -3.73156
H -1.01964 2.40374 -6.02665
H 0.61425 2.00376 -5.50005
H 1.08740 4.40344 -5.08376
H 0.50412 4.17925 -6.72930
H -0.57891 4.81696 -5.49160
*
```

Output
LUMO level: 0.13 eV
E_tot: -28179.840 eV
HOMO energy: -8.4 eV
Structure (SMILES): CCCCCCCn1c(=O)c(C(=O)OC)c(N)c2ccccc21
Molar mass: 316.4 Da

Here are the Löwdin charges for atoms 1 to 4, given in e: -0.11, -0.27, -0.23, -0.22

=====

Molecular formula: C18H24N2O3
Method: DFT, wB97M-V/def2-TZVPD

The geometry in ORCA input format:
```
! wB97M-V def2-TZVPD RIJCOSX def2/J DEFGRID3
* xyz 0 1
C -6.94173 -1.59701 0.77415
H -6.26403 -2.33767 1.26309
O -6.28552 -0.21481 0.77238
C -5.11923 -0.13010 0.33567
C -4.65268 1.02044 0.36307
C -3.46008 1.43193 0.15067
C -2.67840 0.43186 -0.32435
C -3.09873 -0.71223 -0.74410
C -4.40945 -1.04002 -0.30414
H -4.65631 -2.12717 -0.34409
H -2.51685 -1.30725 -1.03364
C -1.27573 0.98433 -1.02562
N -0.63649 -0.23617 -2.00359
C 0.31355 -0.78966 -1.35400
O 0.83201 -1.81050 -2.07075
N 0.46389 -0.48000 0.04590
C -0.21020 0.44703 0.32510
O -0.26246 1.14589 1.40324
C 1.66782 -0.91561 0.69464
H 1.41162 -2.06248 0.86670
H 1.34709 -0.64587 1.67795
C 2.84819 -0.55667 0.42360
C 3.12301 0.98842 0.22611
C 4.52454 1.35223 0.53766
C 5.52511 0.41741 -0.45001
C 5.50873 -1.02858 0.59246
C 4.03664 -1.41389 1.20165
H 3.99711 -0.55666 2.13425
H 3.75420 -2.32496 1.49182
H 6.19452 -1.08390 1.48058
H 5.66888 -1.78740 -0.09537
H 5.22350 0.03624 -1.37497
H 6.58719 0.65064 -0.17768
H 4.78247 1.30516 1.40321
H 4.72292 2.19716 -0.12087
H 2.81988 1.41110 -0.77189
H 2.53330 1.36599 0.75239
H 3.09661 -1.07955 -0.45536
H -1.09619 -0.15451 -2.77623
C -1.10997 2.45797 -1.30970
H -0.92584 2.92846 -0.39429
H -1.92608 2.67465 -1.85837
H -0.13147 2.38430 -1.87622
H -3.09460 2.38276 0.27289
H -5.41992 2.00001 0.89985
H -7.84216 -1.59039 1.08803
H -6.96859 -2.03093 -0.31182
*
```

Output
LUMO level: 0.66 eV
E_tot: -28161.081 eV
HOMO energy: -8.5 eV
Molar mass: 316.4 Da

Here are the Löwdin charges for atoms 1 to 4, given in e: 0.04, 0.11, 0.00, -0.51

=====

Molecular formula: C18H24N2OPdS2
Method: DFT, wB97M-V/def2-TZVPD

The geometry in ORCA input format:
```
! wB97M-V def2-TZVPD RIJCOSX def2/J DEFGRID3
* xyz 2 1
Pd 0.45418 0.55060 -0.39384
C -1.59937 2.71427 0.25333
C -1.37027 2.75230 -1.24987
N -0.56107 1.61072 -1.80573
C 0.39157 2.07425 -2.86191
C 1.52576 2.87393 -2.24773
S 2.22610 1.95644 -0.83079
C 2.04825 3.10065 0.57015
C 0.63530 3.61003 0.87776
N -0.35820 2.54474 1.01454
H -2.26188 1.88609 0.51064
H -2.13207 3.63979 0.50500
H -0.86471 3.67486 -1.52630
H -2.33906 2.77028 -1.75004
H -1.20855 0.95900 -2.24554
H -0.13806 2.67658 -3.60436
H 0.78228 1.18600 -3.35714
H 1.21472 3.85619 -1.89797
H 2.32413 3.01777 -2.97383
H 2.72428 3.93686 0.38638
H 2.44960 2.52503 1.40612
H 0.32552 4.32163 0.11136
H 0.71661 4.18881 1.80026
H -0.58068 2.39714 1.99018
O 1.45875 -0.44075 1.06549
S 0.35425 -1.26092 1.79621
C 0.93885 -2.90966 1.86272
C 1.91148 -3.38338 0.98707
C 2.31300 -4.70081 1.10659
C 1.74652 -5.51969 2.07973
C 0.78946 -5.02790 2.95660
C 0.38805 -3.70506 2.86259
C -0.86897 -1.25930 0.46138
C -0.49857 -1.66546 -0.83058
C -1.48184 -1.68432 -1.82834
C -2.78242 -1.32088 -1.52777
C -3.14021 -0.93700 -0.23059
C -2.19010 -0.90416 0.76934
H 2.37606 -2.72488 0.26480
H 3.07682 -5.09238 0.44915
H 2.07104 -6.54790 2.16501
H 0.37231 -5.66479 3.72367
H -0.33677 -3.29645 3.55682
H 0.48991 -2.06207 -1.02814
H -1.22763 -2.02973 -2.82216
H -3.54225 -1.36822 -2.29721
H -4.16860 -0.68570 -0.00735
H -2.45356 -0.63255 1.78432
*
```

Output
LUMO level: -7.50 eV
E_tot: -49218.415 eV
HOMO energy: -15.1 eV
Molar mass: 455.0 Da

Here are the Löwdin charges for atoms 1 to 4, given in e: 0.80, -0.19, -0.14, -0.15

=====

Molecular formula: C18H24N2OS2
Method: DFT, wB97M-V/def2-TZVPD

The geometry in ORCA input format:
```
! wB97M-V def2-TZVPD RIJCOSX def2/J DEFGRID3
* xyz 0 1
C 2.51009 1.29840 -1.35631
C 2.57615 2.82161 -1.36223
C 1.43410 3.49502 -0.59588
C 1.62738 3.56310 0.91289
H 0.89130 4.22334 1.37180
H 2.62255 3.93447 1.15759
S 1.55949 1.95068 1.78116
C -0.00593 1.31873 1.30380
C -0.16698 -0.04417 1.17262
C -1.46549 -0.60667 0.84369
O -1.70173 -1.79343 0.70383
N -2.46782 0.35158 0.67128
N -2.29502 1.66488 0.77916
C -1.13587 2.14050 1.08723
H -1.09135 3.21336 1.17900
C -3.79708 -0.02912 0.34677
C -4.39400 -1.14767 0.91297
C -5.69575 -1.46913 0.57093
C -6.40617 -0.68054 -0.31760
C -5.81194 0.44375 -0.86704
C -4.51056 0.77120 -0.53908
H -4.03581 1.64546 -0.95647
H -6.36199 1.06624 -1.55688
H -7.42136 -0.93884 -0.57924
H -6.15801 -2.34066 1.00945
H -3.84862 -1.76268 1.60881
S 1.20342 -1.07495 1.51401
C 1.00264 -2.51758 0.39479
C 2.32059 -3.26934 0.31050
C 3.41793 -2.46190 -0.37898
C 4.71452 -3.25383 -0.48578
H 5.07353 -3.53102 0.50278
H 4.56133 -4.16411 -1.06190
H 5.48371 -2.66238 -0.97641
H 3.59784 -1.54655 0.18767
H 3.08127 -2.17614 -1.37843
H 2.64670 -3.54044 1.31720
H 2.14508 -4.19442 -0.24492
H 0.70379 -2.13037 -0.57786
H 0.20904 -3.14400 0.79518
H 1.34121 4.52821 -0.94341
H 0.49455 2.98743 -0.82748
H 2.53529 3.16569 -2.39867
H 3.53183 3.14672 -0.94571
H 2.64598 0.90132 -0.35522
H 3.29192 0.88989 -1.99261
H 1.54827 0.95833 -1.73696
*
```

Output
LUMO level: -0.02 eV
E_tot: -45753.406 eV
HOMO energy: -8.1 eV
Structure (SMILES): CCCCSc1cnn(-c2ccccc2)c(=O)c1SCCCC
Molar mass: 348.5 Da

Here are the Löwdin charges for atoms 1 to 4, given in e: -0.12, -0.26, -0.27, -0.44

=====

Please write out number 3 again, unchanged.
Molecular formula: C18H24N2OPdS2
Method: DFT, wB97M-V/def2-TZVPD

The geometry in ORCA input format:
```
! wB97M-V def2-TZVPD RIJCOSX def2/J DEFGRID3
* xyz 2 1
Pd 0.45418 0.55060 -0.39384
C -1.59937 2.71427 0.25333
C -1.37027 2.75230 -1.24987
N -0.56107 1.61072 -1.80573
C 0.39157 2.07425 -2.86191
C 1.52576 2.87393 -2.24773
S 2.22610 1.95644 -0.83079
C 2.04825 3.10065 0.57015
C 0.63530 3.61003 0.87776
N -0.35820 2.54474 1.01454
H -2.26188 1.88609 0.51064
H -2.13207 3.63979 0.50500
H -0.86471 3.67486 -1.52630
H -2.33906 2.77028 -1.75004
H -1.20855 0.95900 -2.24554
H -0.13806 2.67658 -3.60436
H 0.78228 1.18600 -3.35714
H 1.21472 3.85619 -1.89797
H 2.32413 3.01777 -2.97383
H 2.72428 3.93686 0.38638
H 2.44960 2.52503 1.40612
H 0.32552 4.32163 0.11136
H 0.71661 4.18881 1.80026
H -0.58068 2.39714 1.99018
O 1.45875 -0.44075 1.06549
S 0.35425 -1.26092 1.79621
C 0.93885 -2.90966 1.86272
C 1.91148 -3.38338 0.98707
C 2.31300 -4.70081 1.10659
C 1.74652 -5.51969 2.07973
C 0.78946 -5.02790 2.95660
C 0.38805 -3.70506 2.86259
C -0.86897 -1.25930 0.46138
C -0.49857 -1.66546 -0.83058
C -1.48184 -1.68432 -1.82834
C -2.78242 -1.32088 -1.52777
C -3.14021 -0.93700 -0.23059
C -2.19010 -0.90416 0.76934
H 2.37606 -2.72488 0.26480
H 3.07682 -5.09238 0.44915
H 2.07104 -6.54790 2.16501
H 0.37231 -5.66479 3.72367
H -0.33677 -3.29645 3.55682
H 0.48991 -2.06207 -1.02814
H -1.22763 -2.02973 -2.82216
H -3.54225 -1.36822 -2.29721
H -4.16860 -0.68570 -0.00735
H -2.45356 -0.63255 1.78432
*
```

Output
LUMO level: -7.50 eV
E_tot: -49218.415 eV
HOMO energy: -15.1 eV
Molar mass: 455.0 Da

Here are the Löwdin charges for atoms 1 to 4, given in e: 0.80, -0.19, -0.14, -0.15

=====

- Which value of E_tot does entry 3 give?
  -49218.415 eV